This record from the OMol25 dataset describes a molecular structure, C3H4NO2 in a non-equilibrium geometry. The level of theory is ωB97M-V/def2-TZVPD.

Element x y z (Å)
C: 2.6921 -0.1443 0.0716
C: 0.0178 -0.4086 -0.0611
C: 0.1042 0.9553 0.2947
N: 1.0051 -0.0087 0.8988
O: 3.5344 0.2370 0.8093
O: 2.5491 -0.5519 -1.0466
H: -0.7241 -1.0603 0.6411
H: 0.3979 -0.8955 -0.9837
H: 0.5346 1.5987 -0.4727
H: -0.6308 1.4053 0.8834

Computed properties:
energy relative to the best compared isomer or geometry (same formula, charge and spin): 50.5 kcal/mol
LUMO: 0.166 Eh
net charge: -1
HOMO level: -3.25 eV

This record from the OMol25 dataset describes C9H9N3 in the gas phase in a non-equilibrium geometry. The level of theory is ωB97M-V/def2-TZVPD.

Element x y z (Å)
N: -3.8216 0.4519 -0.0291
C: -2.4431 -0.0028 0.1171
C: -1.9847 -1.2885 -0.1589
C: -0.8008 -1.6684 -0.1421
C: 0.3010 -0.6536 -0.1077
N: 1.5840 -0.9591 -0.0525
C: 2.4753 -0.0070 0.0211
N: 3.7567 -0.6913 0.1970
C: 2.1836 1.3433 -0.2315
C: 0.8641 1.7131 -0.1936
C: -0.2556 0.7245 -0.0498
C: -1.5808 1.0468 0.4239
H: -3.9081 1.0753 0.9933
H: -4.6452 -0.4554 -0.2871
H: -2.9002 -2.0083 -0.1048
H: -0.9440 -2.7416 -0.5347
H: 4.2600 -0.0959 0.8750
H: 3.4802 -1.6414 0.9714
H: 3.0244 2.0459 -0.6688
H: 0.4503 2.8144 -0.7994
H: -2.0056 2.1522 0.6763

Computed properties:
energy relative to the best compared isomer or geometry (same formula, charge and spin): 154.8 kcal/mol
LUMO: 0.009 Eh
net charge: 0
SMILES: Nc1ccc2nc(N)ccc2c1
HOMO level: -7.50 eV

This record from the OMol25 dataset describes 9 unconnected molecules or ions with the total composition C27H72O27S9 in a non-equilibrium geometry. The level of theory is ωB97M-V/def2-TZVPD.

Element x y z (Å)
C: 3.9180 5.4959 -3.7204
C: 2.4563 5.6355 -3.7910
O: 1.8803 4.4711 -3.2833
S: 0.9313 3.5216 -4.2874
C: -0.4258 4.7762 -4.5070
O: 1.6676 3.3992 -5.5620
O: 0.4252 2.2971 -3.6394
H: 4.5389 4.7924 -4.2751
H: 4.1381 5.3442 -2.6637
H: 4.4512 6.4307 -3.8934
H: 2.1201 6.5504 -3.3032
H: 2.1691 5.6991 -4.8406
H: -0.1755 5.7310 -4.9694
H: -0.8901 4.9709 -3.5402
H: -1.1478 4.4251 -5.2442
C: 6.6962 3.7763 -5.2535
C: 6.5720 2.9706 -3.9666
O: 5.7509 1.8592 -4.1573
S: 5.6306 0.8317 -2.8201
C: 4.1327 1.6597 -2.0480
O: 5.1549 -0.4559 -3.3308
O: 6.8594 0.9774 -2.0758
H: 5.7626 3.7684 -5.8160
H: 7.4939 3.3667 -5.8731
H: 6.8756 4.8093 -4.9552
H: 7.6013 2.7531 -3.6814
H: 6.1111 3.5230 -3.1478
H: 4.4143 2.6021 -1.5781
H: 3.5483 0.9055 -1.5211
H: 3.4552 1.7924 -2.8916
C: -4.6354 1.7934 4.3989
C: -4.6893 0.2464 4.7844
O: -5.7986 -0.4756 4.1561
S: -7.4754 -0.4145 4.7281
C: -8.0272 0.8655 3.5095
O: -8.0731 -1.7088 4.4503
O: -7.3491 0.1194 6.0883
H: -4.1047 2.4464 5.0918
H: -5.6458 2.1974 4.4610
H: -4.3647 2.0405 3.3724
H: -3.7303 -0.1483 4.4487
H: -4.6003 0.2215 5.8705
H: -7.4470 0.8412 2.5871
H: -7.6590 1.8174 3.8920
H: -9.1157 0.8823 3.4545
C: -6.6873 -4.5527 3.3486
C: -5.3727 -3.7330 3.4364
O: -4.4237 -4.5521 4.0868
S: -3.1875 -3.8814 4.9629
C: -2.4774 -2.4942 3.8489
O: -3.7005 -3.1744 6.1344
O: -2.1859 -4.8901 5.0723
H: -7.4337 -4.0849 2.7066
H: -7.2350 -4.5908 4.2902
H: -6.5608 -5.6122 3.1259
H: -4.8236 -3.4889 2.5270
H: -5.5860 -2.7736 3.9079
H: -1.8467 -3.0567 3.1606
H: -1.8242 -1.9332 4.5173
H: -3.3772 -2.0037 3.4776
C: -1.8281 0.3909 1.6897
C: -0.3982 -0.0773 1.5035
O: -0.1530 0.0766 0.1308
S: 0.5251 -1.2389 -0.7000
C: 0.0301 -0.6720 -2.3526
O: 1.9724 -1.1660 -0.5883
O: -0.3142 -2.3856 -0.3588
H: -2.4943 -0.3803 1.3029
H: -2.1258 1.2709 1.1197
H: -2.0059 0.7480 2.7041
H: 0.2270 0.6759 1.9830
H: -0.1367 -1.0833 1.8317
H: 0.0505 -1.5167 -3.0412
H: 0.8302 -0.0366 -2.7323
H: -0.9884 -0.3244 -2.1795
C: 4.2819 -3.3595 0.2836
C: 5.4273 -3.4937 -0.7395
O: 6.1711 -4.6645 -0.6360
S: 7.1937 -5.1027 -1.9469
C: 8.7977 -4.4142 -1.2206
O: 7.4112 -6.5524 -1.9476
O: 6.7793 -4.4504 -3.1785
H: 4.6399 -3.1704 1.2956
H: 3.6079 -4.2130 0.2110
H: 3.5937 -2.5276 0.1339
H: 5.1342 -3.3461 -1.7789
H: 6.0648 -2.6558 -0.4575
H: 8.7456 -4.8320 -0.2152
H: 8.5053 -3.3674 -1.1379
H: 9.5983 -4.8218 -1.8378
C: -5.0929 0.6671 1.2121
C: -5.6883 -0.5991 0.6487
O: -7.0540 -0.3374 0.1891
S: -7.4209 -0.1012 -1.4175
C: -9.0210 0.7392 -1.0394
O: -6.4636 0.8619 -1.9300
O: -7.6405 -1.3900 -1.9841
H: -5.8618 1.3608 1.5521
H: -4.5856 1.2675 0.4569
H: -4.3256 0.4119 1.9430
H: -5.0679 -1.0879 -0.1025
H: -5.9412 -1.3884 1.3566
H: -9.8205 0.0593 -0.7449
H: -9.1427 1.1221 -2.0527
H: -8.7678 1.5277 -0.3308
C: 2.9313 1.6294 -7.5153
C: 3.1141 0.4969 -6.5584
O: 2.8412 -0.7305 -7.3324
S: 2.1094 -2.0489 -6.6152
C: 3.4164 -2.4580 -5.4028
O: 0.9528 -1.7203 -5.8003
O: 2.0742 -3.1398 -7.5620
H: 1.8970 1.8458 -7.7825
H: 3.2910 1.2694 -8.4792
H: 3.4140 2.5450 -7.1734
H: 4.1294 0.4623 -6.1633
H: 2.4446 0.6952 -5.7214
H: 3.4181 -1.8013 -4.5328
H: 4.4181 -2.5467 -5.8233
H: 3.1928 -3.4653 -5.0514
C: 1.2052 1.8697 8.2060
C: 0.7135 2.1014 6.7793
O: 0.2321 0.8648 6.1735
S: 1.2038 -0.3113 5.4913
C: 1.1132 -1.5530 6.8317
O: 0.5482 -0.8595 4.2995
O: 2.5134 0.3778 5.3666
H: 2.1084 1.2609 8.2487
H: 0.4776 1.3543 8.8329
H: 1.5574 2.8036 8.6440
H: -0.1553 2.7585 6.8177
H: 1.5595 2.6422 6.3552
H: 1.6712 -2.4276 6.4973
H: 0.0867 -1.7991 7.1035
H: 1.5944 -1.1213 7.7093

Computed properties:
energy relative to the best compared isomer or geometry (same formula, charge and spin): 164.8 kcal/mol
LUMO: -0.004 Eh
net charge: 0
SMILES: CCOS(C)(=O)=O.CCOS(C)(=O)=O.CCOS(C)(=O)=O.CCOS(C)(=O)=O.CCOS(C)(=O)=O.CCOS(C)(=O)=O.CCOS(C)(=O)=O.CCOS(C)(=O)=O.CCOS(C)(=O)=O
HOMO level: -10.40 eV

This record from the OMol25 dataset describes 6 unconnected molecules or ions with the total composition C16H30N5O4P in a non-equilibrium geometry. The level of theory is ωB97M-V/def2-TZVPD.

Element x y z (Å)
C: -1.0783 -2.5561 -6.7953
C: -0.3194 -1.8269 -5.6993
O: -1.3079 -1.0567 -4.9449
P: -1.0306 -1.0412 -3.3878
O: -1.2761 -2.2979 -2.6676
O: -1.9320 0.1619 -2.9222
C: -3.3562 0.0147 -2.9253
C: -3.8995 1.3626 -2.6431
O: 0.4437 -0.3916 -3.3478
C: 1.1517 -0.4450 -2.0925
C: 1.4341 0.8930 -1.6007
H: -0.2769 -2.9900 -7.4135
H: -1.6437 -3.4016 -6.4489
H: -1.7610 -1.9718 -7.3898
H: 0.1275 -2.5879 -5.0641
H: 0.4806 -1.1655 -6.0761
H: -3.5498 -0.3876 -3.9028
H: -3.5708 -0.7037 -2.1475
H: -3.6034 1.6461 -1.6239
H: -3.4595 2.0560 -3.3670
H: -4.9896 1.3592 -2.7554
H: 0.4857 -1.0186 -1.4406
H: 2.0199 -1.0346 -2.2025
H: 0.5910 1.3684 -1.1380
H: 2.0825 0.8071 -0.7338
H: 1.8720 1.5677 -2.3574
C: -3.2986 -1.0537 2.2591
C: -3.4955 -0.3071 3.4779
N: -3.7019 0.3225 4.4145
H: -2.2764 -1.1787 1.9495
H: -3.8600 -0.5420 1.4570
H: -3.7600 -2.0417 2.3264
C: 0.0828 -4.0531 -0.1250
C: 1.4201 -3.5949 -0.2513
N: 2.4815 -3.2321 -0.4482
H: 0.0221 -4.8613 -0.8796
H: -0.5977 -3.2325 -0.3750
H: -0.1061 -4.4063 0.8902
C: 3.1723 0.3928 6.0804
C: 3.9913 1.5203 6.4636
N: 4.6642 2.4258 6.7731
H: 3.6670 -0.4783 6.5001
H: 3.0257 0.3476 5.0146
H: 2.2454 0.3589 6.7218
C: 3.6311 5.4237 5.0621
C: 3.0890 4.2608 4.4191
N: 2.7413 3.2649 4.0126
H: 2.7787 6.0844 5.3001
H: 4.3128 5.9309 4.3950
H: 4.2358 5.1039 5.9374
C: 0.3740 1.6611 2.1198
C: 0.1193 0.3158 1.5713
N: 0.0861 -0.7726 1.2264
H: -0.5287 2.1195 2.5252
H: 0.7883 2.2839 1.2940
H: 1.0619 1.5778 2.9754

Computed properties:
LUMO: 0.017 Eh
net charge: 0
SMILES: CCOP(=O)(OCC)OCC.CC#N.CC#N.CC#N.CC#N.CC#N
HOMO level: -10.60 eV